Here is a gas-phase ion, C25H40N2O (charge +2) from the Open Molecules 2025 dataset. Energies are from ωB97M-V with the def2-TZVPD basis set.

Computed properties:
Relative energy (zero: lowest compared OMol25 entry of this formula, charge and spin): 0.0 kcal/mol
Frontier orbital gap: 6.6 eV
Charge: +2
LUMO energy: -8.07 eV

CARTESIAN COORDINATES (ANGSTROEM)
C 6.42269 1.55128 1.81301
C 4.96297 1.12347 1.42360
C 3.86188 1.92538 2.16789
C 3.16233 3.01557 1.33162
C 2.56118 2.50402 -0.00815
C 1.54135 1.37096 0.17965
C 0.98831 0.74144 -1.12905
C 1.99280 0.53016 -2.27716
C 2.76845 -0.82246 -2.25788
C 3.19542 -1.33724 -0.87456
C 3.44596 -2.87673 -0.90591
C 2.20852 -3.72987 -1.29786
N 0.90274 -3.13976 -0.91990
C 0.53309 -2.89032 0.33680
C -0.66359 -2.32552 0.67550
C -1.56852 -1.99569 -0.33910
C -2.88444 -1.39026 0.03409
C -3.20246 -1.07031 1.35004
C -4.41341 -0.51321 1.65102
N -5.31773 -0.24203 0.71272
C -6.62800 0.38516 1.01674
C -6.49418 1.92150 1.01744
C -6.57627 2.48563 -0.42166
O -7.53554 2.49797 1.78371
C -5.03296 -0.52976 -0.56408
C -3.85939 -1.10827 -0.93251
C -1.18901 -2.27654 -1.65162
C 0.02798 -2.84512 -1.89021
H 6.92202 0.67823 2.24397
H 6.94248 1.91956 0.92597
H 6.39074 2.33049 2.58030
H 4.89724 1.17708 0.33060
H 4.81939 0.06415 1.68508
H 4.34355 2.42265 3.01841
H 3.10832 1.23325 2.56458
H 2.32015 3.42007 1.91319
H 3.82810 3.85290 1.08727
H 3.41526 2.23673 -0.64176
H 2.05865 3.33577 -0.52560
H 0.67719 1.82368 0.69620
H 1.94850 0.63992 0.88992
H 0.11600 1.32438 -1.45472
H 0.58056 -0.24943 -0.85810
H 2.71995 1.33676 -2.39348
H 1.40488 0.52710 -3.20817
H 3.69653 -0.65028 -2.82195
H 2.21582 -1.56464 -2.85208
H 2.46557 -1.16430 -0.07502
H 4.14162 -0.89727 -0.54334
H 3.77984 -3.20266 0.08800
H 4.26597 -3.06477 -1.60718
H 2.27483 -4.71001 -0.81079
H 2.22666 -3.90166 -2.37519
H 1.24510 -3.12942 1.12553
H -0.87529 -2.16031 1.72251
H -2.51672 -1.23505 2.17140
H -4.65648 -0.27251 2.68371
H -7.29294 0.12662 0.18651
H -7.06511 -0.00914 1.93791
H -5.53328 2.25557 1.44962
H -7.49062 2.13284 -0.91345
H -6.57714 3.57777 -0.41982
H -5.71078 2.09962 -0.98329
H -7.35103 3.44394 1.84033
H -5.77615 -0.30708 -1.32348
H -3.64524 -1.32976 -1.97164
H -1.85353 -2.02794 -2.47150
H 0.32923 -3.04228 -2.91462

Atom charges from the natural (NBO) analysis, given in e for atoms 1 to 2: atom 1 (C): -0.61, atom 2 (C): -0.41

***

Here is 9 unconnected molecules or ions with the total composition C25H40O23 from the Open Molecules 2025 dataset. Energies are from ωB97M-V with the def2-TZVPD basis set.

Computed properties:
Frontier orbital gap: 10.1 eV
Charge: 0
LUMO energy: 0.15 eV

CARTESIAN COORDINATES (ANGSTROEM)
O -8.40888 -6.44948 1.17308
C -9.57890 -6.71606 1.37248
O -10.55274 -6.31215 0.62606
C -11.76550 -6.85386 1.10543
C -11.32796 -8.13490 1.72866
O -10.03161 -7.73820 2.16973
H -12.16289 -6.20568 1.88648
H -12.43200 -6.92370 0.24577
H -11.12172 -8.86526 0.94627
H -11.92119 -8.59013 2.52173
O 8.14812 -4.67596 0.94389
C 7.13451 -5.37159 1.05870
O 6.82408 -6.33950 0.17123
C 5.79735 -7.17901 0.57102
C 5.60323 -6.69279 1.99247
O 6.47243 -5.59257 2.20075
H 4.91610 -7.18336 -0.07044
H 6.29061 -8.15101 0.57548
H 5.80472 -7.54596 2.64024
H 4.57790 -6.32309 2.00397
O -3.94690 5.15860 5.04814
C -4.37975 5.83441 4.12214
O -5.34513 5.55210 3.17635
C -5.40303 6.76276 2.39136
C -4.97815 7.91024 3.27299
O -4.06793 7.23313 4.07082
H -4.75432 6.64581 1.52326
H -6.43395 6.94042 2.08518
H -5.81898 8.29662 3.84904
H -4.53602 8.72672 2.70203
O 1.54334 6.54229 -1.00413
C 1.85207 7.66282 -1.13448
O 3.05755 8.12022 -1.12223
C 3.13608 9.57374 -1.17563
C 1.64212 9.96223 -1.38496
O 1.01085 8.64887 -1.19240
H 3.56287 9.90761 -0.22985
H 3.70415 9.93471 -2.03300
H 1.44579 10.50743 -2.30816
H 1.46219 10.43696 -0.42042
O 8.05120 5.38021 -4.03712
C 7.86326 4.20778 -3.81672
O 8.38055 3.53733 -2.71623
C 7.80685 2.25670 -2.53380
C 6.78442 2.19968 -3.61193
O 6.94428 3.45241 -4.27282
H 8.61670 1.56283 -2.75918
H 7.52907 2.34124 -1.48319
H 5.86412 2.04979 -3.04741
H 6.80158 1.37825 -4.32820
O 1.41475 -1.92245 -0.05695
C 0.36260 -1.50731 0.38950
O -0.37960 -2.17048 1.20370
C -1.58127 -1.50801 1.34647
C -1.35468 -0.17153 0.68204
O -0.22623 -0.42507 -0.02493
H -2.36231 -2.10485 0.87546
H -1.87222 -1.42510 2.39365
H -1.36521 0.58471 1.46694
H -2.09398 0.23987 -0.00520
O -2.16347 -0.08762 -5.42271
C -1.79161 1.10396 -5.37842
O -2.55219 2.11044 -4.92775
C -1.93493 3.35320 -5.13845
C -0.53086 2.94535 -5.84214
O -0.62107 1.55129 -5.81050
H -2.57380 3.77929 -5.91201
H -1.98365 3.99097 -4.25585
H 0.31578 3.25894 -5.23143
H -0.38282 3.23457 -6.88259
C -1.25956 -8.18521 -1.67777
C -1.02800 -9.63850 -1.30845
O 0.15362 -9.80212 -0.47136
H -0.37890 -7.56584 -1.84786
H -1.64550 -7.60296 -0.84103
H -1.98889 -8.05465 -2.47723
H -0.98805 -10.37518 -2.11083
H -1.84688 -9.99334 -0.68264
H -0.29393 -9.63816 0.36195
C 4.04068 1.63026 5.85130
C 3.31633 1.92031 4.52723
O 4.13011 1.42846 3.51922
H 3.59148 2.13705 6.70539
H 5.09015 1.92454 5.84043
H 3.96856 0.55353 6.00474
H 3.22000 2.98841 4.33237
H 2.33273 1.45061 4.53161
H 3.60207 1.11328 2.78204

Atom charges from the Mulliken analysis, given in e for atoms 1 to 2: atom 1 (O): -0.55, atom 2 (C): 0.69

***

Here is a molecular structure, C25H41AlGeIN2O2SbSe from the Open Molecules 2025 dataset. Energies are from ωB97M-V with the def2-TZVPD basis set.

Computed properties:
Relative energy (zero: lowest compared OMol25 entry of this formula, charge and spin): 7.0 kcal/mol
Frontier orbital gap: 7.6 eV
Charge: +2
LUMO energy: -6.49 eV

CARTESIAN COORDINATES (ANGSTROEM)
Al 0.96069 0.01319 -0.74888
C -3.47025 -0.85214 -0.99697
C -3.02337 0.54798 -1.32172
N -3.94212 1.44303 -1.63575
C -3.58867 2.70118 -1.95398
C -2.29030 3.15097 -1.97609
C -2.01587 4.60492 -2.28863
O -0.99382 4.79829 -3.26178
C -1.29072 2.21704 -1.63282
C 0.09644 2.62476 -1.63783
N 1.14033 1.92988 -1.28693
C 2.40333 2.63341 -1.28988
C 2.49998 3.99093 -0.99101
C 3.72624 4.63615 -1.00679
C 4.88930 3.93849 -1.30110
C 4.82376 2.58134 -1.57478
C 3.58688 1.96343 -1.56101
I 3.47170 -0.07547 -1.96770
C -1.66760 0.91419 -1.30964
O -0.74433 0.00170 -1.00568
H -4.42248 -0.81408 -0.46988
H -2.73744 -1.38513 -0.39206
H -3.63247 -1.41912 -1.91817
H -4.40124 3.37599 -2.20162
H -1.68504 5.11780 -1.38619
H -2.94753 5.07965 -2.59191
H -1.37547 4.75701 -4.14506
H 0.27268 3.63237 -1.99839
H 1.61471 4.55466 -0.72063
H 3.77094 5.69208 -0.77102
H 5.84819 4.44137 -1.30694
H 5.72214 2.02100 -1.79720
C 3.18731 -4.25467 -0.17200
C 2.17118 -4.22705 -1.31711
Sb 0.71304 -2.68921 -1.13590
C -0.30935 -3.28565 0.63410
C -0.79951 -4.73449 0.69816
C -0.49068 -3.04183 -2.85993
C -1.19377 -4.39961 -2.89089
H 3.84273 -5.12115 -0.26901
H 2.70151 -4.32841 0.80387
H 3.82212 -3.36615 -0.16509
H 1.57597 -5.14041 -1.35546
H 2.64559 -4.10392 -2.29128
H -1.11622 -2.56792 0.76867
H 0.42317 -3.09168 1.42135
H -1.60027 -4.92893 -0.01060
H -1.19036 -4.95197 1.69378
H 0.00182 -5.45006 0.50484
H 0.21609 -2.94135 -3.68577
H -1.19515 -2.21298 -2.93270
H -0.49055 -5.23269 -2.85289
H -1.75401 -4.49321 -3.82268
H -1.90370 -4.51485 -2.07506
C -0.68522 -0.17723 5.65096
Ge -0.97077 0.01924 3.74607
C -2.22878 -1.30648 3.10841
C -1.64118 1.79003 3.32315
C 0.88489 -0.37258 3.06824
Se 1.81799 0.47592 1.57101
C 1.35846 2.34387 1.85228
H -1.64297 -0.10807 6.17123
H -0.03170 0.61050 6.02994
H -0.24109 -1.14692 5.88356
H -3.11082 -1.25316 3.75060
H -1.81672 -2.31391 3.18549
H -2.55117 -1.11530 2.08369
H -2.65129 1.84848 3.73666
H -1.71555 1.96999 2.24963
H -1.04609 2.57432 3.79088
H 0.97287 -1.44549 2.89767
H 1.56019 -0.14073 3.89056
H 1.30981 2.47436 2.92733
H 0.40808 2.59100 1.39805
H 2.16554 2.94349 1.44427

Atom charges from the Mulliken analysis, given in e for atoms 1 to 2: atom 1 (Al): 0.30, atom 2 (C): -1.11

***

Here is a molecular structure, C25H41BrN2P2Ru from the Open Molecules 2025 dataset. Energies are from ωB97M-V with the def2-TZVPD basis set.

Computed properties:
Relative energy (zero: lowest compared OMol25 entry of this formula, charge and spin): 147.1 kcal/mol
Frontier orbital gap (alpha / beta): 6.4 / 4.2 eV
Spin multiplicity: 5
Charge: +4
LUMO energy (alpha / beta): -13.22 / -15.18 eV

CARTESIAN COORDINATES (ANGSTROEM)
C 3.22828 -2.56164 -7.09576
C 3.12744 -1.14400 -7.03206
C 3.65969 -0.43079 -8.14309
C 4.17245 -1.13333 -9.23896
N 4.20240 -2.46837 -9.27799
C 3.75645 -3.17665 -8.24203
C 2.56298 -0.45285 -5.89051
C 2.12329 -0.11696 -4.73560
C 1.78132 -0.82046 -3.44045
C 0.62410 -1.58124 -3.25577
C 0.12899 -1.72810 -1.97445
C 0.57549 -0.89034 -0.97211
C 1.96223 -0.46401 -1.02511
C 2.53891 -0.31353 -2.34182
Ru 1.10095 1.03881 -3.18336
P -1.59465 0.99593 -1.86916
H 3.68771 0.65826 -8.16055
H 2.90883 -3.19125 -6.27635
H 4.55463 -0.60319 -10.12167
H 3.80783 -4.27134 -8.31970
H 3.56259 0.01422 -2.63895
H 0.17247 -2.01754 -4.14476
H 2.61207 -0.27846 -0.15155
H -0.57439 -2.47313 -1.71006
C -2.58745 2.03898 -0.64725
C -3.56239 3.03837 -1.24683
H -1.83892 2.54727 -0.02312
H -3.10859 1.35269 0.04950
H -4.19665 3.42547 -0.43648
H -3.04644 3.88198 -1.72568
H -4.22949 2.55550 -1.96817
C -1.71414 1.75782 -3.53042
C -1.86593 0.71451 -4.61704
H -0.73080 2.25967 -3.68388
H -2.52753 2.49554 -3.49970
H -1.81672 1.20573 -5.58675
H -1.05405 -0.02252 -4.58249
H -2.82123 0.20107 -4.58331
C -2.76044 -0.47400 -1.89552
C -4.26357 -0.30202 -2.04695
H -2.61514 -1.01446 -0.94026
H -2.39667 -1.16052 -2.66798
H -4.73879 -1.28389 -2.11253
H -4.71907 0.18670 -1.18905
H -4.56425 0.25197 -2.93092
Br 0.88801 1.67418 1.02119
P 2.13807 3.97441 -2.04316
C 0.30421 4.22435 -1.71973
C -0.10473 5.71436 -1.59149
H 0.04718 3.70310 -0.78596
H -0.28983 3.77323 -2.52136
H -1.19910 5.82988 -1.68354
H 0.18014 6.15590 -0.62356
H 0.33760 6.34232 -2.37809
C 2.98637 3.78235 -0.43328
C 3.83670 4.91983 0.13481
H 3.60830 2.89446 -0.53389
H 2.21301 3.49736 0.30784
H 4.13876 4.63584 1.14964
H 4.76421 5.07800 -0.42435
H 3.30674 5.87711 0.18362
C 2.65617 2.67644 -3.21541
C 3.21281 3.40754 -4.45524
H 1.84566 2.14146 -3.88742
H 3.45271 2.07546 -2.75265
H 3.53613 2.63380 -5.15307
H 2.41424 3.94962 -4.95447
H 4.02852 4.08224 -4.22041
N -0.47134 -0.76542 0.24887
H -0.62193 -1.65462 0.74413
H -1.43200 -0.23990 0.24005
H 0.04967 -0.05684 0.86380

Atom charges from the Mulliken analysis, given in e for atoms 1 to 2: atom 1 (C): -0.07, atom 2 (C): 0.45

***

Here is a molecular structure, C25H41Cl2FKN6O7 from the Open Molecules 2025 dataset. Energies are from ωB97M-V with the def2-TZVPD basis set.

Computed properties:
Frontier orbital gap: 3.6 eV
Charge: +1
LUMO energy: -4.05 eV

CARTESIAN COORDINATES (ANGSTROEM)
C -6.12291 -2.30457 -2.77594
C -6.92575 -2.06198 -1.72943
C -6.85856 -0.88297 -0.77729
C -5.50516 -0.52743 -0.26844
N -5.24618 -0.61486 1.03241
C -3.97808 -0.19604 1.19602
N -3.32039 -0.14970 2.34412
F -4.05624 -0.58336 3.41067
C -1.96183 0.30101 2.61744
O -1.69741 1.66880 2.38791
C -2.17448 2.58080 3.29593
C -1.71317 3.87787 3.14353
C -2.16593 4.90316 3.95490
C -3.09433 4.65089 4.95271
C -3.51962 3.34505 5.13757
C -3.07029 2.31605 4.32053
N -3.45168 0.14760 0.01308
O -2.22703 0.58173 -0.31580
N -4.43740 -0.06948 -0.94756
C -4.19364 0.20791 -2.30584
Cl -5.12891 1.47754 -2.99587
C -3.27517 -0.47517 -3.00165
C -2.96734 -0.19875 -4.43651
Cl -2.43081 -1.73017 -2.20711
H -5.81123 -1.52815 -3.46854
H -5.72988 -3.29425 -2.98195
H -7.74843 -2.74621 -1.54062
H -7.41860 -1.15662 0.11342
H -7.35288 0.01812 -1.16488
H -1.24815 -0.27188 2.00069
H -1.73259 -0.00247 3.63532
H -0.97199 4.12423 2.40544
H -1.77617 5.90171 3.80441
H -3.46184 5.45666 5.57076
H -4.22548 3.08728 5.91517
H -3.43916 1.31954 4.50256
H -2.29587 1.53981 -0.44763
H -3.85829 -0.35905 -5.04527
H -2.14605 -0.81334 -4.78871
H -2.69519 0.85299 -4.53921
C 2.33933 -0.33338 1.22042
C 1.75704 -0.87420 2.54298
C 2.33932 -2.27988 2.76821
O 0.39381 -0.93165 2.47064
H 2.03895 -0.97779 0.38754
H 1.97480 0.68245 1.03012
H 3.43526 -0.28746 1.23974
H 2.17935 -0.23328 3.34758
H 2.04483 -2.94945 1.95587
H 1.97570 -2.69540 3.70938
H 3.43624 -2.26402 2.81355
K 0.10746 4.24617 0.61059
C 0.87640 -2.85342 -2.05764
O 1.67118 -2.16538 -3.00012
C 1.30311 -0.81510 -3.18074
C 2.50751 0.08858 -3.33662
O 3.24098 0.30269 -2.14691
C 4.00973 -0.76747 -1.60909
C 5.23777 -1.13341 -2.40958
O 4.89721 -1.78907 -3.61871
C 5.71780 -1.44189 -4.71209
H -0.10570 -3.09625 -2.48115
H 1.38732 -3.77851 -1.79948
H 0.74976 -2.26338 -1.14277
H 0.70278 -0.45801 -2.33294
H 0.69187 -0.74371 -4.09498
H 2.13042 1.07940 -3.61055
H 3.14406 -0.24741 -4.15754
H 3.39059 -1.64340 -1.41556
H 4.35141 -0.40429 -0.63742
H 5.84627 -1.81781 -1.80422
H 5.82692 -0.23063 -2.60942
H 5.85842 -0.35720 -4.77767
H 5.21541 -1.77833 -5.61785
H 6.69437 -1.93355 -4.64958
C 5.99824 1.19086 2.92954
O 4.80406 1.40427 3.02658
N 6.84064 1.22022 4.00645
N 6.59335 0.89764 1.73020
H 7.82455 1.04181 3.94740
H 6.43360 1.42434 4.89943
H 5.99947 0.86078 0.92349
H 7.57254 0.71319 1.62657

Atom charges from the Mulliken analysis, given in e for atoms 1 to 2: atom 1 (C): -0.75, atom 2 (C): -0.25

***

Here is a molecular structure, C25H41Cl3O2P2Ti from the Open Molecules 2025 dataset. Energies are from ωB97M-V with the def2-TZVPD basis set.

Computed properties:
Relative energy (zero: lowest compared OMol25 entry of this formula, charge and spin): 0.0 kcal/mol
Frontier orbital gap: 5.6 eV
Charge: +2
LUMO energy: -8.08 eV

CARTESIAN COORDINATES (ANGSTROEM)
Ti -0.06742 -0.00708 2.25201
C -0.83574 -2.13102 2.70441
C 0.47880 -2.38974 2.17816
C 0.71647 -1.01493 4.07192
C -0.70169 -1.32134 3.91456
C 1.42276 -1.65026 2.96540
C -2.09902 -2.77535 2.23495
H -1.97988 -3.19856 1.22538
H -2.93705 -2.06397 2.21130
H -2.37927 -3.60451 2.90589
C -1.79398 -1.06004 4.89842
H -2.73978 -1.50919 4.56790
H -1.97928 0.01445 5.05962
H -1.54052 -1.49920 5.87581
C 1.40504 -0.39829 5.24295
H 1.51734 -1.13505 6.06002
H 0.88025 0.48263 5.64076
H 2.41953 -0.07656 4.97118
C 2.90836 -1.70065 2.82810
H 3.34274 -2.37455 3.58550
H 3.36264 -0.70819 2.96255
H 3.20887 -2.08346 1.84127
C 0.83327 -3.44712 1.19382
H 1.04158 -4.39351 1.71698
H 1.74053 -3.19326 0.63078
H 0.01804 -3.64592 0.48937
C -1.68478 1.14110 -4.47277
C -1.71559 -0.19876 -4.52191
C -0.96599 -1.07634 -5.48624
C 0.47417 -0.62504 -5.87579
C 1.33308 -0.15484 -4.73437
C 1.36443 1.08996 -4.23812
C 0.60806 2.28286 -4.76154
C -0.81656 2.01747 -5.33044
H -1.53341 -1.21061 -6.42363
H 0.42253 0.12519 -6.68034
H -0.90152 -2.07624 -5.02811
H -0.74214 1.63466 -6.36080
H -2.37008 1.68825 -3.81267
H -2.42581 -0.74397 -3.89009
H -1.31122 3.00119 -5.39490
H 0.51820 2.99845 -3.92865
H 2.07581 1.33246 -3.43948
H 1.18334 2.80566 -5.54553
H 0.96628 -1.51323 -6.30614
H 2.01294 -0.92212 -4.34110
P -1.30779 0.16767 0.02535
C -2.77264 1.15646 -0.30893
C -1.45717 -1.20973 -1.15619
P 1.49336 0.74741 0.38068
C 0.08523 1.09613 -0.76440
C 2.43135 -0.42784 -0.64202
C 2.49457 2.23771 0.37322
H -2.81282 1.98209 0.40694
H -3.66322 0.53153 -0.18102
H -2.73342 1.54476 -1.33270
H -1.48887 -0.79188 -2.17161
H -2.38518 -1.76109 -0.96505
H -0.61678 -1.90826 -1.08830
H 2.57042 2.61400 -0.65293
H 3.49303 1.99652 0.75495
H 2.02931 2.98751 1.01928
H -0.12974 2.17007 -0.82727
H 0.29826 0.68139 -1.76147
H 3.44054 -0.55101 -0.23063
H 2.49406 -0.00803 -1.65506
H 1.94958 -1.40998 -0.69240
Cl 0.13720 5.00217 4.63805
C -1.02499 3.67169 4.46567
Cl -0.96512 2.67499 5.94297
Cl -2.70828 4.18537 4.21559
C -0.62168 2.85391 3.16205
O -0.48076 3.49576 2.12460
O -0.48285 1.55925 3.26424

Atom charges from the Mulliken analysis, given in e for atoms 1 to 2: atom 1 (Ti): -0.59, atom 2 (C): 0.43